1.
Density functional theory data (ωB97M-V/def2-TZVPD) for a 2-piece molecular cluster, C15H24N6O4 overall at a distorted geometry.

Values from the calculation:
frontier orbital gap = 9.10 eV
DFT total energy = -1215.570358 Ha
SMILES string = CNC(=O)[C@H](CC(N)=O)NC(C)=O.CNC(=O)c1cc(NC)ccn1
LUMO level = 0.0089 Eh
multiplicity = 1

Each line ends with the natural charge from an NBO analysis.
Cartesian coordinates (Å):
C: 4.275184 5.122740 -0.553578  -0.41
N: 3.143840 4.518417 -1.252883  -0.60
C: 2.057762 4.021568 -0.650332  0.67
O: 1.940382 4.053139 0.572488  -0.66
C: 0.933043 3.385918 -1.508732  -0.12
C: 0.455724 2.036456 -0.913980  -0.51
C: -0.815311 1.486269 -1.545245  0.66
N: -1.275219 0.327075 -1.143688  -0.81
O: -1.420168 2.075531 -2.422542  -0.66
N: 1.231433 3.193461 -2.940185  -0.60
C: 1.418820 4.166470 -3.830688  0.67
C: 1.428129 3.755183 -5.282951  -0.71
O: 1.601219 5.335891 -3.524249  -0.65
H: 4.746370 4.383357 0.096556  0.20
H: 5.005874 5.494922 -1.272420  0.21
H: 3.920476 5.952544 0.060648  0.21
H: 3.101421 4.602217 -2.259355  0.42
H: 0.097953 4.086983 -1.446915  0.24
H: 1.247724 1.294462 -1.008028  0.22
H: 0.250181 2.171184 0.147027  0.26
H: -2.132153 0.025820 -1.565730  0.40
H: -0.871521 -0.193737 -0.369503  0.43
H: 1.053805 2.274892 -3.311942  0.40
H: 1.584091 4.639393 -5.899863  0.24
H: 0.467520 3.305457 -5.530080  0.23
H: 2.230394 3.040365 -5.452815  0.22
C: -0.880659 0.610481 2.769540  -0.42
N: -0.982690 -0.802490 3.114003  -0.60
C: -1.072904 -1.836165 2.196152  0.66
O: -1.058274 -1.545118 0.999170  -0.67
C: -1.206217 -3.246403 2.682070  0.12
C: -1.637282 -4.260855 1.811788  -0.28
C: -1.805414 -5.558990 2.272889  0.20
N: -2.256654 -6.599515 1.471735  -0.59
C: -2.675344 -6.451497 0.068152  -0.41
C: -1.515016 -5.819066 3.598317  -0.29
C: -1.080105 -4.787013 4.423754  0.06
N: -0.939323 -3.529336 3.981496  -0.47
H: -1.695242 0.905753 2.100248  0.21
H: 0.074718 0.815287 2.276398  0.20
H: -0.941366 1.224654 3.673241  0.22
H: -0.936127 -1.085456 4.092116  0.42
H: -1.847021 -4.005627 0.780269  0.24
H: -2.376966 -7.510071 1.912815  0.39
H: -3.062391 -7.403067 -0.309863  0.22
H: -1.827405 -6.153124 -0.557147  0.20
H: -3.467391 -5.700813 -0.021190  0.20
H: -1.628093 -6.814414 4.008503  0.21
H: -0.859806 -5.003131 5.464530  0.20

Cartesian forces (eV/Å) of the 3 atoms listed first:
-0.630 -0.147 0.212
0.386 -0.171 -1.119
0.153 -0.232 0.962



2.
Density functional theory data (ωB97M-V/def2-TZVPD) for one molecule with the formula C15H24O at a distorted geometry.

Values from the calculation:
frontier orbital gap = 9.81 eV
DFT total energy = -661.083225 Ha
SMILES string = CC(C)[C@]12C=C[C@](C)(CC1)[C@@]1(CCOC1)C2
LUMO level = 0.0304 Eh
multiplicity = 1
relative energy (zero: lowest compared OMol25 entry of this formula, charge and spin) = 3.450 eV

Each line ends with the natural charge from an NBO analysis.
Cartesian coordinates (Å):
C: 1.748450 -0.877443 -2.980007  -0.63
C: 1.615130 0.189809 -1.821192  -0.18
C: 3.148792 0.677911 -1.606820  -0.60
C: 0.734761 -0.312701 -0.628341  -0.09
C: 0.806469 0.477658 0.707032  -0.15
C: 0.016654 0.021480 1.716205  -0.21
C: -0.753838 -1.240564 1.383547  -0.07
C: -1.548390 -1.737619 2.596576  -0.61
C: 0.374463 -2.312985 1.049810  -0.39
C: 0.942474 -1.837417 -0.338347  -0.40
C: -1.718418 -0.941486 0.125280  -0.03
C: -2.987748 0.006132 0.262232  -0.43
C: -4.015816 -0.568628 -0.830674  -0.06
O: -3.650252 -1.868829 -1.278356  -0.54
C: -2.458336 -2.244276 -0.587483  -0.07
C: -0.783629 -0.129872 -0.876373  -0.40
H: 2.320805 -0.502348 -3.845433  0.22
H: 2.179329 -1.861295 -2.607361  0.21
H: 0.804215 -1.235586 -3.493281  0.21
H: 1.092515 1.116382 -2.266963  0.20
H: 3.539905 1.032707 -2.526643  0.21
H: 3.801282 -0.097923 -1.400020  0.20
H: 3.271944 1.418157 -0.898430  0.20
H: 1.172056 1.416281 0.722563  0.20
H: -0.234840 0.490904 2.621700  0.21
H: -2.050394 -2.658358 2.380962  0.21
H: -0.913007 -1.958927 3.526272  0.22
H: -2.375100 -0.963690 2.815441  0.20
H: 0.008647 -3.295673 0.869898  0.20
H: 1.157310 -2.449709 1.826735  0.22
H: 2.017579 -2.062428 -0.280561  0.21
H: 0.499409 -2.500669 -1.062541  0.21
H: -3.435843 -0.037789 1.190905  0.20
H: -2.860835 1.044799 0.054951  0.21
H: -4.129264 0.071957 -1.768507  0.18
H: -5.001961 -0.670624 -0.297673  0.17
H: -2.781784 -3.025862 0.180495  0.17
H: -1.799829 -2.823171 -1.238905  0.19
H: -0.898351 -0.451644 -1.956119  0.21
H: -1.045007 0.938706 -1.006695  0.21

Cartesian forces (eV/Å) of the 3 atoms listed first:
-1.006 -1.207 -0.154
0.725 0.965 -1.525
-3.068 -0.960 -0.843



3.
Density functional theory data (ωB97M-V/def2-TZVPD) for C15H25AgF9O7 as an isolated structure at a distorted geometry.

Values from the calculation:
frontier orbital gap = 4.83 eV
DFT total energy = -2158.699257 Ha
net charge = -3
LUMO level = 0.2459 Eh
multiplicity = 1
relative energy (zero: lowest compared OMol25 entry of this formula, charge and spin) = 2.585 eV

Each line ends with the natural charge from an NBO analysis.
Cartesian coordinates (Å):
Ag: -0.770387 -0.186497 1.115794  0.94
C: 2.882807 0.357973 1.376672  0.27
O: 3.134544 1.442620 0.508775  -0.54
O: 1.723496 -0.349412 0.962237  -0.92
C: 4.214773 -0.391846 1.750858  0.91
F: 5.117136 0.470184 2.127047  -0.35
F: 4.096447 -1.282047 2.736431  -0.34
F: 4.808927 -0.994703 0.725785  -0.35
C: 4.053103 2.466529 0.868055  -0.05
C: 3.668391 3.722946 0.027423  -0.62
H: 3.543448 3.407005 -1.008277  0.20
H: 2.768183 4.221916 0.386266  0.22
H: 4.505269 4.409381 -0.101229  0.16
H: 5.037062 2.258001 0.448016  0.13
H: 4.181033 2.795721 1.899248  0.16
H: 2.433072 0.647389 2.326455  0.14
C: -1.431817 3.460185 0.743716  0.31
O: -1.133404 3.254159 -0.589682  -0.53
O: -1.627991 2.198239 1.359842  -0.93
C: -0.181515 4.171854 1.370177  0.92
F: -0.368632 4.678095 2.598751  -0.37
F: 0.867425 3.408181 1.458843  -0.30
F: 0.096790 5.340032 0.783320  -0.38
C: -1.471892 4.316644 -1.513779  -0.06
C: -0.753735 4.011119 -2.870113  -0.62
H: -1.158118 3.094228 -3.298950  0.22
H: -0.936141 4.736492 -3.662988  0.17
H: 0.327659 3.968548 -2.740253  0.21
H: -1.220422 5.298461 -1.112666  0.16
H: -2.554503 4.298863 -1.639294  0.15
H: -2.273231 4.124353 0.941226  0.09
C: -1.601123 -2.368322 -2.138531  0.29
O: -0.374621 -2.972965 -2.460744  -0.54
O: -1.295261 -1.362667 -1.163399  -0.91
C: -2.503692 -1.999217 -3.389906  0.91
F: -2.661864 -3.076762 -4.154080  -0.36
F: -3.765105 -1.685718 -2.970209  -0.35
F: -2.037269 -0.925528 -4.066786  -0.34
C: -0.326975 -4.248488 -3.127461  -0.07
C: 1.122858 -4.833238 -3.206174  -0.62
H: 1.392824 -5.241611 -2.232296  0.20
H: 1.245535 -5.727559 -3.817115  0.17
H: 1.893745 -4.139460 -3.541602  0.21
H: -0.658449 -4.225689 -4.165594  0.15
H: -0.859629 -4.916945 -2.451038  0.16
H: -2.225991 -3.061719 -1.575641  0.10
C: -2.163196 -3.630668 2.337405  -0.61
C: -2.461016 -2.401175 3.138564  0.09
C: -3.251891 -2.683978 4.452192  -0.64
O: -1.320207 -1.605134 3.238405  -0.98
H: -1.654503 -4.361947 2.965537  0.15
H: -1.566966 -3.528829 1.430630  0.23
H: -3.085703 -4.096433 1.990787  0.15
H: -3.121658 -1.881593 2.444531  0.10
H: -3.958989 -3.511450 4.393942  0.16
H: -3.851790 -1.900738 4.915616  0.18
H: -2.486843 -2.966780 5.175264  0.19

Cartesian forces (eV/Å) of the 3 atoms listed first:
0.284 -0.073 0.195
-4.710 -2.021 0.905
1.067 0.851 0.224



4.
Density functional theory data (ωB97M-V/def2-TZVPD) for C15H25BBr30ClNO2P as an isolated structure at a distorted geometry.

Values from the calculation:
frontier orbital gap = 6.28 eV
DFT total energy = -78838.010701 Ha
net charge = +1
LUMO level = -0.1845 Eh
multiplicity = 1

Each line ends with the Mulliken charge.
Cartesian coordinates (Å):
C: 2.782154 -2.148018 -0.885880  -0.91
C: 1.840095 -3.489660 -1.140880  -0.18
O: 0.424618 -3.067189 -0.884266  -0.14
C: -0.299131 -4.240761 -0.367205  -0.59
P: -2.100837 -3.814305 0.238044  0.18
N: -2.475221 -5.092912 1.475496  -0.55
Cl: -2.096738 -1.853528 1.094506  0.06
B: -3.374204 -4.058359 -1.171268  0.30
O: -3.452507 -5.434449 -1.764229  -0.34
C: -4.411235 -2.930416 -1.767927  -0.46
C: -5.295659 -2.362444 -0.488972  -0.76
H: 2.335421 -1.542961 0.025497  0.27
H: 2.788236 -1.403465 -1.799213  0.23
H: 3.878290 -2.460988 -0.551563  0.19
H: 1.973003 -3.933259 -2.233708  0.25
H: 2.215323 -4.293238 -0.362440  0.29
H: -0.430731 -5.114801 -1.147692  0.35
H: 0.268497 -4.629449 0.608012  0.39
H: -2.460621 -4.692181 2.438766  0.34
H: -3.411987 -5.490622 1.220022  0.31
H: -4.263528 -5.830153 -1.284891  0.33
H: -5.192095 -3.512481 -2.456649  0.18
H: -3.917834 -2.091735 -2.418302  0.38
H: -6.427935 -2.247628 -0.804161  0.35
H: -4.804968 -1.356094 -0.134595  0.19
H: -5.178025 -3.188556 0.364235  0.14
C: -1.228946 1.860041 0.985529  0.28
Br: -0.234497 2.679178 -0.471896  0.00
Br: -0.354719 2.133114 2.701726  0.00
Br: -3.083341 2.446992 1.016288  -0.03
H: -1.238172 0.780995 0.799516  -0.23
C: 3.380514 4.954897 0.018320  0.24
Br: 2.141989 5.751061 1.289611  0.06
Br: 3.608574 3.047860 0.327140  0.01
Br: 2.873707 5.334803 -1.820990  -0.01
H: 4.355542 5.424602 0.184823  -0.29
C: -3.126180 5.002937 4.707376  -0.35
Br: -3.266068 6.060588 6.333971  -0.05
Br: -1.569699 5.500555 3.651954  0.00
Br: -3.168336 3.093976 5.079306  0.03
H: -4.009391 5.230168 4.101299  0.37
C: -3.143567 -4.126496 -5.162902  -0.37
Br: -2.032222 -2.867680 -6.144888  -0.02
Br: -2.993180 -5.931485 -5.872532  0.00
Br: -2.787535 -4.068252 -3.251335  0.09
H: -4.183170 -3.812986 -5.304194  0.37
C: 2.266844 -2.872531 -6.776544  -0.34
Br: 1.967302 -2.206909 -4.973428  0.06
Br: 2.715934 -1.438763 -8.012182  0.03
Br: 3.589272 -4.298791 -6.811298  -0.01
H: 1.320974 -3.305121 -7.118921  0.28
C: 6.680514 7.498418 1.280064  -0.35
Br: 5.441989 8.294582 2.551356  0.01
Br: 6.908574 5.591380 1.588885  -0.01
Br: 6.173707 7.878323 -0.559245  0.00
H: 7.655542 7.968122 1.446568  0.35
C: -0.133156 8.105200 7.941313  0.18
Br: -0.432698 8.770822 9.744429  -0.02
Br: 0.315934 9.538968 6.705676  -0.01
Br: 1.189272 6.678940 7.906559  0.00
H: -1.079026 7.672610 7.598936  -0.16
C: -4.771013 -0.686253 5.748054  -0.36
Br: -3.692069 -0.697932 4.129491  0.08
Br: -6.529499 0.086516 5.440273  0.01
Br: -4.887718 -2.453364 6.553001  -0.05
H: -4.259375 -0.039805 6.468717  0.31
C: 2.595599 -3.694755 3.090013  -0.45
Br: 3.986195 -3.351391 1.773826  0.01
Br: 2.608834 -2.374236 4.518378  0.00
Br: 0.840817 -3.851180 2.265080  0.09
H: 2.821060 -4.663461 3.548054  0.44
C: 5.595599 1.819329 -8.952241  -0.28
Br: 6.986195 2.162694 -10.268427  -0.01
Br: 5.608834 3.139848 -7.523875  0.01
Br: 3.840817 1.662905 -9.777173  -0.04
H: 5.821060 0.850624 -8.494200  0.31

Cartesian forces (eV/Å) of the 3 atoms listed first:
-0.399 0.258 0.138
1.703 0.714 0.095
0.030 -2.787 0.582